# 1
Here is a structure of composition C9H12BN5S2SbSe5Ti from OMol25. Energies are from ωB97M-V/def2-TZVPD.

Structure (XYZ):
```
36
C9H12BN5S2SbSe5Ti | OMol25 | ωB97M-V/def2-TZVPD
Ti 0.43 -0.72 1.70
Se 1.40 -4.08 4.48
Sb -0.18 -2.31 4.41
Se 0.81 0.01 3.96
Se -1.29 -2.27 2.02
Se -1.95 -2.05 5.98
C 1.81 2.86 1.41
N 1.07 2.79 0.16
C 1.50 3.25 -1.05
C 0.55 2.91 -1.96
N -0.45 2.23 -1.29
B -1.65 1.57 -2.01
N -1.61 0.00 -1.84
C -2.72 -0.71 -2.20
C -2.46 -2.03 -2.04
N -1.17 -2.12 -1.57
C -0.50 -3.37 -1.24
C -0.67 -0.87 -1.45
S 0.94 -0.58 -0.83
C -0.09 2.13 -0.02
S -0.96 1.29 1.24
H 2.44 3.75 1.38
H 2.45 1.97 1.52
H 1.11 2.90 2.24
H 2.43 3.78 -1.17
H 0.49 3.09 -3.01
H -2.71 1.94 -1.56
H -1.54 1.84 -3.19
H -3.61 -0.22 -2.53
H -3.07 -2.90 -2.20
H -1.19 -4.01 -0.71
H 0.35 -3.15 -0.60
H -0.15 -3.84 -2.16
Se 4.77 -0.30 1.07
C 3.24 -1.13 1.42
N 2.20 -1.65 1.63
```

Output
energy relative to the best compared isomer or geometry (same formula, charge and spin)	5.21	kcal/mol
LUMO energy	1.64	eV
total charge	-1
largest force on an atom	0.92	eV/Å
HOMO level	-4.9	eV

Here are the natural (NBO) charges for atoms 1 to 2, given in e:
1. Ti 0.65
2. Se -0.64

# 2
Here is a cluster of 2 separate species, C3H11N3OS in total from OMol25. Energies are from ωB97M-V/def2-TZVPD.

Structure (XYZ):
```
19
C3H11N3OS | OMol25 | ωB97M-V/def2-TZVPD
C 0.54 -1.98 0.83
C -0.70 1.30 -2.38
C 1.42 0.82 -1.56
N 1.28 -0.96 1.48
N -0.18 0.80 2.75
N 0.22 0.77 -1.36
O 0.26 -1.65 3.62
S 0.99 -0.59 3.05
H 0.03 -1.82 -0.20
H -0.08 -2.48 1.48
H 1.15 -2.86 0.67
H -1.12 0.56 -2.99
H -1.49 1.91 -1.86
H -0.28 1.95 -3.28
H 1.94 1.14 -2.40
H 1.63 -0.29 0.88
H 2.17 0.29 -0.84
H -1.14 0.32 2.51
H -0.42 1.26 3.66
```

Output
energy relative to the best compared isomer or geometry (same formula, charge and spin)	88.47	kcal/mol
LUMO energy	0.83	eV
largest force on an atom	5.25	eV/Å
HOMO level	-8.9	eV

Here are the natural (NBO) charges for atoms 1 to 2, given in e:
1. C -0.45
2. C -0.45

# 3
Here is a cluster of 2 separate species, C11H18NO2S in total from OMol25. Energies are from ωB97M-V/def2-TZVPD.

Structure (XYZ):
```
33
C11H18NO2S | OMol25 | ωB97M-V/def2-TZVPD
C -3.08 -1.47 1.00
C -1.77 -1.04 1.16
C -3.68 -1.16 -0.16
C -1.37 -0.34 0.03
C 1.47 -1.56 0.51
C 1.86 0.96 -1.64
C -0.59 2.84 0.09
C -0.21 1.55 2.11
C 2.60 -2.97 -1.03
C 0.40 0.49 -1.54
C -0.12 0.39 -0.16
N 0.08 1.67 0.67
O 1.59 -2.01 1.60
O 1.81 -1.78 -0.68
S -2.57 -0.45 -1.25
H -3.75 -2.03 1.65
H -1.04 -1.39 2.00
H -4.71 -1.61 -0.24
H 2.35 0.40 -2.37
H 2.31 0.84 -0.70
H 1.75 1.94 -1.89
H -0.23 3.61 0.68
H -0.15 2.97 -0.93
H -1.64 2.58 0.08
H -1.28 1.47 2.37
H 0.14 0.71 2.60
H 0.15 2.32 2.73
H 2.27 -3.24 -2.01
H 2.57 -3.80 -0.38
H 3.56 -2.56 -0.89
H 0.25 -0.48 -1.90
H -0.14 1.24 -2.08
H 1.14 1.89 0.59
```

Output
energy relative to the best compared isomer or geometry (same formula, charge and spin)	29.82	kcal/mol
LUMO energy (spin up / spin down)	-3.87 / -3.40	eV
total charge	+1
largest force on an atom	3.40	eV/Å
HOMO level (spin up / spin down)	-11.2 / -11.2	eV

Here are the natural (NBO) charges for atoms 1 to 2, given in e:
1. C -0.27
2. C -0.22

# 4
Here is the molecule C4H6O2 from OMol25. Energies are from ωB97M-V/def2-TZVPD.

Structure (XYZ):
```
12
C4H6O2 | OMol25 | ωB97M-V/def2-TZVPD
C -1.24 -0.24 -0.32
C 0.30 -0.12 -0.35
C 0.54 1.35 -0.07
O 0.81 1.79 1.02
C 0.97 -0.99 0.70
O 0.38 -1.51 1.61
H -1.54 -1.25 -0.05
H -1.63 0.43 0.46
H -1.68 0.04 -1.28
H 0.71 -0.37 -1.34
H 0.31 2.02 -0.93
H 2.06 -1.15 0.56
```

Output
SMILES	CC(C=O)C=O
energy relative to the best compared isomer or geometry (same formula, charge and spin)	27.35	kcal/mol
LUMO energy	0.74	eV
largest force on an atom	0.57	eV/Å
HOMO level	-10.0	eV

Here are the natural (NBO) charges for atoms 1 to 2, given in e:
1. C -0.60
2. C -0.44

# 5
Here is a cluster of 2 separate species, Cl2H3NSi in total from OMol25. Energies are from ωB97M-V/def2-TZVPD.

Structure (XYZ):
```
7
Cl2H3NSi | OMol25 | ωB97M-V/def2-TZVPD
N -0.01 -1.08 2.10
Si 0.56 1.18 -1.21
Cl 1.00 0.14 -2.79
Cl -1.12 2.22 -1.51
H -0.94 -0.72 1.88
H 0.04 -2.01 1.69
H 0.47 0.27 -0.16
```

Output
energy relative to the best compared isomer or geometry (same formula, charge and spin)	110.53	kcal/mol
LUMO energy (spin up / spin down)	-0.88 / -1.02	eV
largest force on an atom	2.70	eV/Å
HOMO level (spin up / spin down)	-8.1 / -11.3	eV

Here are the natural (NBO) charges for atoms 1 to 2, given in e:
1. N -0.59
2. Si 0.94

# 6
Here is the molecule C6H11N from OMol25. Energies are from ωB97M-V/def2-TZVPD.

Structure (XYZ):
```
18
C6H11N | OMol25 | ωB97M-V/def2-TZVPD
C -0.77 -0.44 -0.87
C -1.95 -1.33 -0.93
C 1.71 1.06 -0.77
C -0.41 0.28 0.28
C 1.72 -0.05 1.33
C -1.17 0.67 1.33
N 1.02 0.45 0.34
H -0.03 -0.62 -1.63
H -2.58 -1.22 -0.05
H -2.56 -1.11 -1.80
H 2.30 1.91 -0.40
H 0.98 1.44 -1.49
H 2.39 0.36 -1.26
H -1.67 -2.40 -1.00
H 2.79 -0.14 1.24
H 1.21 -0.51 2.16
H -2.23 0.51 1.34
H -0.73 1.14 2.19
```

Output
energy relative to the best compared isomer or geometry (same formula, charge and spin)	105.44	kcal/mol
LUMO energy (spin up / spin down)	-0.03 / -0.85	eV
largest force on an atom	2.96	eV/Å
HOMO level (spin up / spin down)	-5.9 / -5.1	eV

Here are the natural (NBO) charges for atoms 1 to 2, given in e:
1. C -0.42
2. C -0.62

# 7
Here is the molecule C6H12O from OMol25. Energies are from ωB97M-V/def2-TZVPD.

Structure (XYZ):
```
19
C6H12O | OMol25 | ωB97M-V/def2-TZVPD
C 3.29 0.13 0.33
C 1.99 0.02 -0.47
O 0.83 0.57 0.17
C -0.25 -0.27 -0.19
C -1.60 -0.08 0.46
C -2.75 -0.45 -0.46
C -2.60 0.96 0.04
H 4.03 -0.55 -0.10
H 3.71 1.14 0.36
H 3.10 -0.22 1.35
H 1.80 -1.05 -0.63
H 2.10 0.47 -1.47
H -0.38 -0.27 -1.28
H 0.06 -1.30 0.05
H -1.70 -0.46 1.48
H -2.50 -0.65 -1.50
H -3.54 -1.08 -0.07
H -2.26 1.72 -0.66
H -3.34 1.31 0.76
```

Output
SMILES	CCOCC1CC1
energy relative to the best compared isomer or geometry (same formula, charge and spin)	42.97	kcal/mol
LUMO energy	1.16	eV
largest force on an atom	0.70	eV/Å
HOMO level	-9.7	eV

Here are the natural (NBO) charges for atoms 1 to 2, given in e:
1. C -0.63
2. C -0.06

# 8
Here is a cluster of 9 separate species, C48H62BrClF25N2O22S in total from OMol25. Energies are from ωB97M-V/def2-TZVPD.

Structure (XYZ):
```
162
C48H62BrClF25N2O22S | OMol25 | ωB97M-V/def2-TZVPD
N 1.97 0.29 -1.43
C 1.40 1.46 -2.11
C -0.12 1.38 -2.39
O -0.28 1.13 -3.76
C -0.74 2.76 -2.02
C -0.81 2.89 -0.55
C -0.05 3.81 0.16
C 0.90 4.77 -0.52
C 0.22 5.67 -1.52
O -0.70 6.36 -1.21
C -0.14 3.83 1.54
O 0.61 4.71 2.24
C -0.97 2.94 2.23
C -0.97 2.98 3.74
C -0.09 1.80 4.23
C 1.13 2.22 5.06
C 2.37 2.46 4.21
S 3.01 1.04 3.36
O 4.37 1.31 3.08
O 2.19 0.75 2.22
Cl 2.91 -0.50 4.67
C -1.75 2.07 1.50
C -2.72 1.11 2.15
C -2.55 -0.38 1.80
O -3.36 -0.95 1.17
Br -1.01 -1.31 2.46
N -1.63 2.10 0.16
F -2.40 1.21 -0.49
H 1.57 -0.55 -1.82
H 1.73 0.30 -0.45
H 1.57 2.31 -1.47
H 1.90 1.56 -3.07
H -0.53 0.57 -1.78
H -1.22 1.11 -3.96
H -0.05 3.48 -2.44
H -1.72 2.89 -2.46
H 1.30 5.40 0.26
H 1.74 4.23 -0.92
H 0.60 5.64 -2.55
H 0.07 5.44 2.56
H -0.52 3.89 4.09
H -1.97 2.90 4.14
H 0.30 1.28 3.36
H -0.69 1.06 4.75
H 1.30 1.48 5.83
H 0.91 3.14 5.59
H 3.17 2.79 4.87
H 2.21 3.27 3.51
H -2.63 1.19 3.22
H -3.74 1.37 1.90
C 2.43 -3.70 0.84
C 3.07 -4.02 -0.49
O 2.40 -5.12 -1.15
C 1.29 -4.85 -1.80
O 0.74 -3.79 -1.90
C 0.76 -6.13 -2.48
F 0.81 -7.17 -1.64
F 1.50 -6.42 -3.55
F -0.50 -5.97 -2.88
H 2.38 -4.60 1.46
H 2.99 -2.93 1.37
H 1.41 -3.34 0.70
H 4.10 -4.35 -0.34
H 3.10 -3.14 -1.14
C -7.73 3.67 -2.73
C -6.67 4.23 -3.66
O -5.43 3.48 -3.55
C -5.37 2.35 -4.22
O -6.22 1.86 -4.90
C -3.98 1.72 -4.03
F -3.59 1.75 -2.73
F -3.05 2.39 -4.74
F -3.95 0.46 -4.42
H -7.36 3.64 -1.71
H -8.62 4.29 -2.77
H -8.00 2.65 -3.01
H -6.43 5.24 -3.38
H -7.00 4.24 -4.69
C 6.84 4.90 3.12
C 7.12 5.40 4.52
O 6.44 6.66 4.77
C 5.17 6.57 5.10
O 4.51 5.58 5.20
C 4.61 7.98 5.38
F 4.99 8.85 4.44
F 5.05 8.42 6.56
F 3.28 7.97 5.41
H 7.10 5.66 2.38
H 7.42 4.00 2.92
H 5.78 4.66 2.99
H 8.18 5.62 4.64
H 6.84 4.67 5.27
C -8.23 7.78 -9.25
C -7.23 6.66 -9.09
O -6.27 6.96 -8.05
C -6.66 6.74 -6.82
O -7.72 6.32 -6.45
C -5.51 7.07 -5.84
F -4.92 8.22 -6.14
F -4.58 6.10 -5.89
F -5.97 7.14 -4.59
H -7.72 8.72 -9.44
H -8.90 7.57 -10.09
H -8.84 7.90 -8.36
H -6.65 6.53 -10.00
H -7.72 5.71 -8.88
C -1.60 -9.09 -2.24
C -1.75 -10.30 -1.35
O -3.02 -10.30 -0.66
C -4.06 -10.73 -1.35
O -4.06 -11.11 -2.49
C -5.32 -10.71 -0.46
F -5.41 -9.57 0.23
F -5.27 -11.72 0.42
F -6.42 -10.85 -1.19
H -1.74 -8.17 -1.66
H -0.61 -9.07 -2.69
H -2.34 -9.09 -3.04
H -1.00 -10.30 -0.57
H -1.64 -11.23 -1.91
C -3.66 -15.28 -1.12
C -2.65 -15.08 0.00
O -1.36 -15.62 -0.36
C -0.60 -14.85 -1.13
O -0.89 -13.77 -1.56
C 0.75 -15.54 -1.38
F 0.60 -16.83 -1.69
F 1.51 -15.46 -0.28
F 1.40 -14.95 -2.38
H -3.72 -16.33 -1.39
H -4.64 -14.94 -0.80
H -3.37 -14.72 -2.01
H -2.95 -15.62 0.89
H -2.55 -14.03 0.27
C 4.27 -1.33 -6.40
C 5.28 -2.43 -6.20
O 6.20 -2.12 -5.13
C 5.76 -2.34 -3.91
O 4.69 -2.78 -3.60
C 6.86 -2.00 -2.89
F 7.44 -0.83 -3.17
F 7.81 -2.95 -2.90
F 6.36 -1.93 -1.66
H 4.77 -0.37 -6.56
H 3.64 -1.54 -7.26
H 3.63 -1.22 -5.52
H 5.90 -2.54 -7.09
H 4.80 -3.39 -6.01
C 4.10 9.09 9.69
C 3.07 8.05 10.06
O 3.61 7.04 10.93
C 3.69 7.36 12.21
O 3.36 8.39 12.71
C 4.25 6.16 13.00
F 5.31 5.63 12.39
F 3.32 5.21 13.12
F 4.62 6.54 14.22
H 4.98 8.61 9.26
H 3.69 9.79 8.97
H 4.43 9.64 10.57
H 2.73 7.52 9.17
H 2.19 8.50 10.52
```

Output
LUMO energy	-3.98	eV
total charge	+1
largest force on an atom	2.01	eV/Å
HOMO level	-11.7	eV

Here are the Löwdin charges for atoms 1 to 2, given in e:
1. N 0.04
2. C -0.19

Question: Look up the largest force on an atom of the fifth one.
Answer: 2.70 eV/Å